{
  "formula": "C72H180N12",
  "method": "the ωB97M-V functional and the def2-TZVPD basis",
  "smiles": "CCN(CC)CC.CCN(CC)CC.CCN(CC)CC.CCN(CC)CC.CCN(CC)CC.CCN(CC)CC.CCN(CC)CC.CCN(CC)CC.CCN(CC)CC.CCN(CC)CC.CCN(CC)CC.CCN(CC)CC",
  "e_lumo_ev": 0.64,
  "homo_ev": -7.950,
  "relative_energy_kcal_mol": 56.4,
  "species": ["C", "C", "N", "C", "C", "C", "C", "H", "H", "H", "H", "H", "H", "H", "H", "H", "H", "H", "H", "H", "H", "H", "C", "C", "N", "C", "C", "C", "C", "H", "H", "H", "H", "H", "H", "H", "H", "H", "H", "H", "H", "H", "H", "H", "C", "C", "N", "C", "C", "C", "C", "H", "H", "H", "H", "H", "H", "H", "H", "H", "H", "H", "H", "H", "H", "H", "C", "C", "N", "C", "C", "C", "C", "H", "H", "H", "H", "H", "H", "H", "H", "H", "H", "H", "H", "H", "H", "H", "C", "C", "N", "C", "C", "C", "C", "H", "H", "H", "H", "H", "H", "H", "H", "H", "H", "H", "H", "H", "H", "H", "C", "C", "N", "C", "C", "C", "C", "H", "H", "H", "H", "H", "H", "H", "H", "H", "H", "H", "H", "H", "H", "H", "C", "C", "N", "C", "C", "C", "C", "H", "H", "H", "H", "H", "H", "H", "H", "H", "H", "H", "H", "H", "H", "H", "C", "C", "N", "C", "C", "C", "C", "H", "H", "H", "H", "H", "H", "H", "H", "H", "H", "H", "H", "H", "H", "H", "C", "C", "N", "C", "C", "C", "C", "H", "H", "H", "H", "H", "H", "H", "H", "H", "H", "H", "H", "H", "H", "H", "C", "C", "N", "C", "C", "C", "C", "H", "H", "H", "H", "H", "H", "H", "H", "H", "H", "H", "H", "H", "H", "H", "C", "C", "N", "C", "C", "C", "C", "H", "H", "H", "H", "H", "H", "H", "H", "H", "H", "H", "H", "H", "H", "H", "C", "C", "N", "C", "C", "C", "C", "H", "H", "H", "H", "H", "H", "H", "H", "H", "H", "H", "H", "H", "H", "H"],
  "positions_angstrom": [[23.82002, -0.49945, -11.07078], [24.51257, 0.77694, -11.63337], [25.86300, 0.62566, -12.20363], [26.83212, 0.06746, -11.20932], [27.04140, 1.04106, -10.01897], [25.77513, -0.16686, -13.41412], [27.08247, 0.00186, -14.21169], [24.31386, -0.87676, -10.17530], [23.86534, -1.32062, -11.78613], [22.79761, -0.23750, -10.79848], [23.81072, 1.16895, -12.36947], [24.50293, 1.53522, -10.85042], [26.47740, -0.90152, -10.85809], [27.82802, -0.11923, -11.61111], [27.84768, 0.70518, -9.36689], [27.28981, 2.04664, -10.35836], [26.12402, 1.10005, -9.43328], [24.91784, 0.22650, -13.96040], [25.57379, -1.22586, -13.25262], [27.91895, -0.46872, -13.69500], [27.37770, 1.04486, -14.32615], [26.99617, -0.48932, -15.18092], [34.52110, -7.32414, -14.68924], [34.42163, -8.21059, -13.47628], [33.82056, -9.49148, -13.67710], [32.50426, -9.40775, -14.31560], [31.37640, -8.92638, -13.40737], [33.89887, -10.43787, -12.59112], [35.26606, -10.89979, -12.28373], [35.34277, -6.61479, -14.59041], [33.60921, -6.75002, -14.85340], [34.73600, -7.84942, -15.61984], [35.42394, -8.33009, -13.06495], [33.93382, -7.68757, -12.65372], [32.51645, -8.81164, -15.22807], [32.28074, -10.40576, -14.69259], [31.46766, -7.85025, -13.26003], [30.39500, -9.16167, -13.81919], [31.45542, -9.32646, -12.39654], [33.19881, -11.20630, -12.91903], [33.43861, -10.05988, -11.67821], [35.21961, -11.71642, -11.56328], [35.89977, -10.11449, -11.87165], [35.66390, -11.23185, -13.24267], [22.36382, -4.69940, -13.97401], [23.59573, -3.74509, -14.36293], [23.86908, -3.75290, -15.81639], [22.74388, -3.11833, -16.49115], [22.66970, -3.57947, -17.93458], [25.15762, -3.13998, -16.17821], [26.28817, -3.88328, -15.44579], [22.40153, -4.87674, -12.89919], [22.42631, -5.67181, -14.46250], [21.38572, -4.30272, -14.24618], [23.40699, -2.74125, -13.98244], [24.41629, -4.21156, -13.81778], [21.81117, -3.33671, -15.97109], [22.80317, -2.03915, -16.34993], [23.42310, -3.16612, -18.60513], [22.73645, -4.66668, -17.97481], [21.65115, -3.40011, -18.27877], [25.20889, -2.09566, -15.87021], [25.27724, -3.16745, -17.26128], [27.06614, -3.99056, -16.20168], [26.04640, -4.87630, -15.06689], [26.78216, -3.25855, -14.70161], [24.38947, -7.15433, -11.33774], [22.86208, -7.39042, -10.97227], [22.71820, -7.97998, -9.63985], [21.28547, -8.06037, -9.24997], [21.10709, -8.37130, -7.72157], [23.35809, -9.29381, -9.52411], [22.99344, -10.28633, -10.60677], [24.90703, -6.54068, -10.60040], [24.45882, -6.69156, -12.32218], [24.86749, -8.13342, -11.30620], [22.23009, -6.51247, -11.10605], [22.46447, -8.02778, -11.76208], [20.73959, -8.68576, -9.95638], [20.85687, -7.06620, -9.37669], [21.04373, -9.45721, -7.65165], [20.15641, -7.91769, -7.44131], [21.91823, -7.98252, -7.10596], [24.42977, -9.11719, -9.43237], [23.05201, -9.76072, -8.58794], [23.19822, -11.32751, -10.35757], [21.97124, -10.25013, -10.98345], [23.59384, -10.12597, -11.50226], [29.12930, -6.25051, -14.34837], [29.77158, -5.51998, -13.15450], [28.90353, -4.35006, -12.81144], [27.85748, -4.80535, -11.93104], [26.77812, -3.71985, -11.50178], [29.71701, -3.22865, -12.31302], [30.55585, -3.58660, -11.00863], [29.78055, -7.09037, -14.59051], [28.90984, -5.60335, -15.19756], [28.18406, -6.67234, -14.00677], [29.84809, -6.22345, -12.32541], [30.79208, -5.18761, -13.34484], [27.25220, -5.56815, -12.42082], [28.29863, -5.21802, -11.02375], [26.07125, -4.12962, -10.78030], [27.28507, -2.89118, -11.00740], [26.28246, -3.34404, -12.39686], [29.20786, -2.26689, -12.25066], [30.36706, -3.06846, -13.17318], [29.85806, -3.73241, -10.18407], [31.25452, -2.77581, -10.80223], [31.07950, -4.52934, -11.16711], [23.36245, -3.59348, -9.63927], [22.15262, -4.34604, -9.05101], [21.06885, -3.48048, -8.51860], [19.94667, -4.35044, -8.05212], [20.24297, -5.02888, -6.74024], [20.66919, -2.37460, -9.42757], [19.97539, -2.77222, -10.75516], [24.17275, -4.28071, -9.88265], [23.80256, -2.91732, -8.90632], [23.07557, -3.11033, -10.57328], [21.75981, -5.02835, -9.80484], [22.46428, -5.03237, -8.26365], [19.10946, -3.66835, -7.90405], [19.64295, -5.07840, -8.80439], [19.35786, -5.56665, -6.40041], [20.99878, -5.81357, -6.77358], [20.51921, -4.23385, -6.04761], [21.54430, -1.77201, -9.67082], [20.05502, -1.70464, -8.82586], [20.52928, -3.56695, -11.25485], [19.94004, -1.98446, -11.50768], [19.01034, -3.16738, -10.43798], [29.58182, -8.01969, -10.05280], [28.35125, -8.72674, -10.68207], [28.64871, -10.01699, -11.34115], [27.49870, -10.48739, -12.08838], [27.23369, -9.58773, -13.33685], [29.07069, -11.00722, -10.34054], [29.95286, -12.12060, -10.92327], [29.26060, -7.06417, -9.63820], [30.32855, -7.82522, -10.82265], [30.07912, -8.61860, -9.28985], [27.65650, -8.97017, -9.87822], [27.83661, -8.00215, -11.31312], [27.72380, -11.48820, -12.45692], [26.65058, -10.63669, -11.42018], [26.36000, -10.00973, -13.83352], [27.07994, -8.53104, -13.11813], [28.07676, -9.66352, -14.02357], [28.24350, -11.41153, -9.75712], [29.76620, -10.60528, -9.60377], [30.90977, -11.80527, -11.33921], [29.44480, -12.58315, -11.76945], [30.23269, -12.88943, -10.20307], [26.39909, -1.84056, -7.60991], [27.73930, -2.54937, -8.02559], [28.75228, -2.33403, -6.95008], [28.43259, -3.24481, -5.85534], [29.11329, -2.96987, -4.47408], [30.09857, -2.62170, -7.48045], [30.50593, -1.43526, -8.34463], [25.64417, -1.88149, -8.39511], [26.72703, -0.82754, -7.37682], [26.03823, -2.26618, -6.67357], [27.47446, -3.60391, -8.10252], [27.96195, -2.18751, -9.02938], [28.65673, -4.27441, -6.13422], [27.36535, -3.14359, -5.65820], [29.08320, -3.86693, -3.85563], [28.63245, -2.11277, -4.00262], [30.14986, -2.66972, -4.62746], [30.76669, -2.64683, -6.61959], [30.13821, -3.57250, -8.01194], [29.97638, -1.49378, -9.29555], [30.32160, -0.46040, -7.89322], [31.56230, -1.61087, -8.54800], [31.37013, -4.04475, -16.05866], [31.42987, -3.39173, -17.43163], [32.44315, -4.03684, -18.24726], [33.77534, -3.60223, -17.94350], [34.90329, -4.53328, -18.52882], [32.11244, -4.00915, -19.70031], [31.89501, -2.65544, -20.31474], [30.51122, -3.60303, -15.55343], [32.30035, -3.88008, -15.51490], [31.22593, -5.11189, -16.22753], [30.47405, -3.48750, -17.94671], [31.60616, -2.31638, -17.40650], [33.92287, -2.58649, -18.31039], [33.94261, -3.53123, -16.86875], [35.08519, -4.27661, -19.57244], [35.83544, -4.37238, -17.98723], [34.67428, -5.58624, -18.36475], [31.20843, -4.61616, -19.74941], [32.84778, -4.60154, -20.24479], [31.91999, -2.77765, -21.39759], [32.68268, -1.96055, -20.02356], [30.94925, -2.19727, -20.02543], [38.55842, -5.08555, -14.88123], [37.26061, -4.34166, -15.24156], [36.49190, -4.01973, -14.04743], [35.08301, -3.71036, -14.31724], [34.20120, -3.89370, -13.09298], [37.18778, -3.05984, -13.14612], [37.73901, -1.77383, -13.79974], [38.34310, -5.96989, -14.28151], [39.28488, -4.43052, -14.40030], [39.08491, -5.45858, -15.75973], [37.53877, -3.42934, -15.76918], [36.70677, -4.98286, -15.92728], [35.03870, -2.69958, -14.72275], [34.72632, -4.28509, -15.17198], [34.41838, -3.18903, -12.29025], [33.13418, -3.78826, -13.28904], [34.33496, -4.93830, -12.81188], [37.92643, -3.62702, -12.57973], [36.53598, -2.66662, -12.36596], [36.97475, -1.24759, -14.37165], [38.58105, -1.98191, -14.45986], [38.07859, -1.13902, -12.98131], [32.90329, 2.01553, -9.20615], [33.11706, 0.76191, -10.08445], [32.67788, 0.88017, -11.45693], [33.13267, -0.22563, -12.21389], [34.67583, -0.14823, -12.43639], [31.21610, 0.89707, -11.48342], [30.60567, 1.19542, -12.83947], [31.89800, 2.07565, -8.78916], [33.17942, 2.90154, -9.77786], [33.59570, 2.01400, -8.36432], [34.19783, 0.62836, -10.03754], [32.77382, -0.16561, -9.62620], [32.81829, -1.14453, -11.71903], [32.72756, -0.13629, -13.22186], [34.83218, -0.56559, -13.43110], [34.98328, 0.89580, -12.37651], [35.28489, -0.66024, -11.69141], [30.89989, 1.71356, -10.83423], [30.74866, -0.00248, -11.08292], [30.66809, 0.37709, -13.55678], [31.09667, 2.08407, -13.23609], [29.54967, 1.44022, -12.72526], [34.08518, -3.50941, -8.92776], [34.91704, -2.60999, -8.00073], [35.98880, -1.81626, -8.64076], [37.11094, -2.61316, -9.24025], [37.97760, -3.24807, -8.19434], [36.41148, -0.85120, -7.64577], [37.45577, 0.15374, -8.21288], [34.55958, -4.48299, -9.05103], [33.91310, -3.05588, -9.90387], [33.11297, -3.71632, -8.48047], [34.14348, -1.92975, -7.64437], [35.23244, -3.13378, -7.09836], [37.77055, -2.08499, -9.92877], [36.71816, -3.33728, -9.95401], [37.41971, -4.02175, -7.66682], [38.43726, -2.51150, -7.53534], [38.76181, -3.77854, -8.73445], [35.56842, -0.29759, -7.23240], [36.80368, -1.33522, -6.75134], [37.74934, 0.90672, -7.48149], [38.36527, -0.27093, -8.63779], [36.94056, 0.71193, -8.99460]],
  "atomic_forces_ev_per_a": [[0.865, 0.463, -0.004], [-0.391, -0.418, 0.681], [-0.174, -0.333, 0.955], [-0.377, 1.048, 0.401], [-0.457, -0.481, -0.412], [1.077, 0.760, -0.492], [-0.259, -0.477, 0.073], [0.015, 0.121, 0.127], [-0.350, 0.056, -0.141], [-0.061, -0.208, -0.149], [0.408, 0.112, -0.471], [0.285, 0.006, 0.092], [-0.087, -0.178, 0.264], [-0.207, 0.141, -0.633], [-0.017, -0.161, 0.012], [-0.023, -0.044, -0.190], [0.089, 0.072, 0.174], [0.082, 0.001, -0.299], [0.035, -0.377, 0.175], [-0.033, -0.203, 0.029], [-0.358, 0.066, -0.128], [0.062, 0.115, -0.129], [-0.020, 0.484, -0.607], [0.827, 0.137, 0.980], [-0.098, 0.173, -1.541], [-0.125, -0.747, 0.241], [0.376, 0.360, 0.203], [-1.788, 0.882, -0.139], [0.622, -0.562, -0.366], [-0.054, 0.150, 0.301], [-0.087, 0.072, -0.051], [-0.084, -0.400, 0.103], [0.213, -0.368, -0.195], [-0.495, 0.557, 0.227], [0.382, 0.248, 0.127], [-0.116, -0.256, 0.153], [-0.182, 0.205, -0.143], [0.031, 0.050, 0.132], [-0.172, -0.393, -0.126], [0.389, -0.674, 0.189], [-0.208, 0.393, 0.472], [0.184, -0.073, -0.072], [-0.033, -0.013, -0.042], [0.535, -0.235, 0.213], [0.901, 0.846, -0.445], [-1.041, -1.915, -0.262], [-0.518, 0.120, 0.953], [0.428, -0.179, -0.025], [-0.840, -0.221, 0.053], [-0.533, -0.894, 1.226], [0.899, 0.640, -1.198], [-0.122, 0.125, 0.086], [0.357, 0.030, -0.120], [0.058, 0.199, 0.197], [0.039, 0.335, 0.180], [0.291, 0.425, -0.124], [0.100, -0.520, -0.154], [0.207, 0.576, -0.469], [-0.196, 0.156, 0.059], [0.328, -0.057, 0.185], [0.129, 0.470, -0.495], [-0.204, 0.495, -0.023], [-0.054, -0.167, 0.077], [0.292, -0.418, 0.066], [-0.154, 0.187, -0.035], [-0.304, -0.212, 0.391], [-1.571, -0.170, 0.640], [1.412, -0.145, -0.380], [-1.004, 0.255, 0.049], [1.144, 1.255, 0.810], [-0.412, -0.628, -1.859], [-0.399, 0.001, 0.414], [0.604, -0.483, -1.304], [-0.171, 0.171, 0.047], [0.144, -0.139, -0.036], [0.194, 0.070, -0.408], [0.358, 0.339, 0.573], [-0.064, -0.569, -0.197], [-0.328, -0.557, 0.340], [0.186, 0.182, -0.283], [-0.051, 0.030, 0.632], [0.047, -0.239, 0.330], [-0.012, 0.022, -0.241], [0.100, -0.313, -0.218], [0.036, 0.406, 0.259], [-0.023, 0.039, 0.417], [-0.193, 0.176, 0.447], [0.138, 0.148, -0.168], [0.412, -0.184, 0.818], [-1.224, 0.671, -0.784], [0.365, 0.118, 0.048], [-1.665, 1.087, 0.809], [1.703, -0.550, -0.447], [1.141, -1.048, 0.124], [-1.124, 0.497, -1.421], [-0.151, 0.034, -0.471], [0.320, -0.016, 0.075], [-0.077, -0.064, -0.115], [-0.052, -0.082, 0.287], [-0.051, 0.153, -0.336], [0.334, -0.343, -0.090], [-0.094, -0.348, 0.386], [-0.008, -0.147, -0.243], [-0.058, 0.098, -0.058], [-0.178, 0.021, 0.117], [-0.589, -0.230, 0.426], [0.616, 0.181, 0.232], [0.151, 0.149, 0.152], [0.028, -0.160, 0.200], [0.184, 0.119, 0.022], [-0.435, -0.628, 0.373], [-0.011, 0.401, 0.030], [0.268, -0.638, -0.468], [0.571, 1.245, -0.558], [-0.057, -0.129, 0.186], [0.371, -0.253, -0.081], [0.390, -0.482, 0.969], [-0.209, -0.329, -0.032], [-0.319, 0.344, -0.152], [0.162, 0.296, 0.182], [-0.173, 0.016, -0.436], [0.152, 0.227, 0.223], [-0.212, -0.054, 0.028], [-0.024, -0.177, -0.350], [-0.223, 0.258, 0.193], [0.306, 0.368, -0.164], [0.062, -0.334, 0.312], [0.228, -0.213, 0.220], [-0.343, -0.048, -0.128], [0.065, -0.260, 0.144], [-0.425, 0.278, 0.378], [-0.295, 0.105, -0.742], [-0.368, -0.457, -0.724], [0.688, -0.353, 0.918], [0.601, 0.574, 0.524], [0.667, 0.483, -0.931], [-0.154, -0.999, 0.700], [1.594, -0.180, -0.142], [-0.443, -0.423, -0.867], [0.065, -0.027, 0.145], [0.010, 0.076, -0.082], [-0.204, 0.110, 0.110], [-0.434, 0.249, 0.444], [0.149, -0.312, -0.358], [0.076, -0.045, -0.099], [-0.645, 0.373, 0.074], [-0.120, 0.299, -0.171], [-0.185, -0.168, 0.087], [0.043, -0.028, 0.077], [-0.436, -0.190, -0.070], [-0.429, 0.805, 0.053], [-0.079, 0.689, 0.105], [-0.037, -0.386, 0.063], [-0.435, -0.027, 0.191], [1.615, -0.059, 0.130], [-1.858, 0.392, 1.216], [-0.088, -0.723, -0.924], [-0.087, 0.245, 1.222], [0.038, 0.556, -1.387], [-0.818, 1.727, 0.872], [0.419, -1.081, -0.500], [0.068, 0.069, 0.116], [-0.524, 0.280, -0.175], [-0.342, -0.018, -0.261], [0.388, -0.515, -0.247], [0.755, 0.115, 0.301], [-0.096, -0.377, -0.210], [0.040, -0.393, -0.134], [-0.101, 0.179, 0.057], [-0.089, -0.195, 0.216], [0.140, -0.204, 0.134], [0.103, -0.279, -0.046], [0.102, -0.212, -0.132], [0.079, 0.264, -0.070], [0.115, -0.225, 0.219], [0.148, 0.537, -0.271], [-0.267, 0.502, -0.664], [0.363, -0.293, -0.421], [-0.250, -0.631, -0.947], [1.284, -0.491, -0.304], [-0.629, 0.884, 0.629], [-0.188, -0.932, 1.419], [0.178, 0.334, -0.253], [0.099, -0.213, 0.508], [-0.160, 0.001, 0.196], [-0.065, -0.004, 0.276], [-0.151, -0.252, 0.066], [0.066, 0.435, 0.420], [0.344, 0.430, -0.156], [-0.372, -0.144, 0.007], [-0.028, -0.415, -0.046], [0.048, 0.300, -0.022], [-0.287, 0.012, -0.344], [-0.239, 0.087, -0.289], [0.260, 0.221, 0.081], [-0.101, 0.279, -0.062], [0.113, 0.043, -0.138], [-0.055, -0.100, -0.017], [0.018, 0.028, -0.330], [0.890, -0.191, 0.536], [-0.355, -0.333, 0.516], [0.577, 0.920, -0.212], [-0.126, -0.414, -0.362], [-0.564, 0.097, -0.493], [0.296, -0.763, 0.184], [0.001, 0.184, 0.294], [-0.129, -0.075, 0.364], [-0.201, 0.097, -0.311], [-0.054, 0.180, -0.479], [-0.380, 0.126, 0.193], [-0.351, 0.677, 0.100], [0.129, -0.594, 0.296], [0.259, -0.239, 0.079], [-0.059, 0.199, -0.366], [0.083, 0.067, 0.598], [0.431, 0.172, -0.253], [-0.585, -0.504, -0.114], [-0.042, -0.012, 0.076], [0.066, 0.122, -0.007], [0.065, 0.214, -0.151], [-0.099, -0.551, -0.170], [1.292, 0.736, 0.855], [-1.329, 0.675, 0.660], [1.908, 0.139, -0.826], [-0.770, -0.309, 0.215], [-0.371, 0.986, -0.008], [0.077, 0.256, -0.108], [-0.041, 0.280, -0.168], [-0.376, 0.054, -0.122], [-0.014, -0.286, 0.103], [0.210, -0.088, -0.581], [-0.605, -0.146, 0.265], [-0.027, -0.665, -0.202], [-0.364, -0.332, 0.174], [0.572, 0.074, 0.094], [-0.089, 0.065, -0.388], [-0.146, -0.319, -0.006], [-0.019, -0.014, 0.172], [0.166, -0.579, 0.274], [0.110, 0.011, -0.007], [0.020, -0.047, -0.267], [-0.076, -0.049, 0.065], [0.726, -0.534, 0.209], [-0.885, 0.209, -0.989], [-0.479, -0.306, -0.380], [-0.812, 0.343, 0.293], [0.344, -0.947, -0.469], [1.545, 0.746, -0.167], [-0.976, 0.130, 0.122], [0.043, -0.059, -0.341], [0.112, 0.099, 0.008], [-0.048, 0.096, 0.101], [0.399, 0.677, 0.165], [0.337, -0.376, 0.073], [-0.286, 1.070, 0.256], [-0.538, -0.363, 0.434], [0.080, 0.197, 0.450], [-0.089, -0.224, 0.092], [0.310, -0.041, 0.191], [-0.288, 0.098, -0.524], [0.385, -0.310, 0.250], [0.001, -0.187, 0.248], [-0.148, -0.254, 0.127], [0.136, -0.006, -0.281]],
  "mulliken_charge": [0.42, -1.70, 0.08, 1.93, -1.90, 0.17, -1.06, -0.07, -0.17, 0.47, 0.57, 0.49, -0.64, -0.52, 0.25, 0.44, 0.44, 0.62, -0.32, -0.17, 0.37, 0.50, -0.75, -0.56, 0.24, -1.76, 1.13, -0.17, -1.49, 0.10, 0.00, 0.47, 0.37, 0.32, 0.42, 0.47, -0.53, -0.08, 0.11, 0.35, 0.22, 0.44, 0.29, 0.36, -1.30, 0.72, 0.13, -0.31, -1.36, -0.74, -0.37, -0.02, 0.29, 0.58, 0.10, -0.66, 0.30, 0.35, 0.33, 0.34, 0.44, 0.23, 0.51, 0.37, 0.24, -0.23, -0.78, -0.81, 0.20, 0.20, -1.75, -0.84, -0.97, 0.28, 0.27, 0.04, 0.35, 0.46, 0.44, -0.11, 0.46, 0.48, 0.30, 0.35, 0.55, 0.39, 0.31, 0.17, -1.33, 1.34, 0.92, 0.48, 0.95, -0.04, 0.70, 0.56, 0.01, -0.30, -0.90, 0.31, -0.05, -0.39, 0.02, -0.83, -0.60, -0.70, 0.52, -0.38, -0.40, 0.35, -0.28, -0.52, 0.13, -0.23, -1.38, -0.35, -0.87, -0.31, 0.36, -0.06, 0.11, 0.27, 0.56, 0.25, 0.40, 0.12, 0.39, -0.10, 0.49, 0.06, 0.44, 0.31, -1.30, 0.28, 0.92, -0.72, -0.99, -0.65, -1.07, 0.26, -0.04, 0.65, 0.16, -0.37, 0.41, 0.38, 0.50, -0.16, 0.28, 0.39, 0.26, 0.04, 0.31, 0.43, -1.17, 0.99, 0.15, -0.21, -1.27, -0.71, 0.56, -0.40, 0.37, 0.62, 0.18, -0.64, 0.35, 0.23, 0.35, 0.33, 0.32, 0.59, 0.11, -0.79, 0.64, -0.70, 0.50, -1.22, 0.24, 0.30, -1.55, -0.76, -1.04, 0.04, -0.60, 0.18, 0.60, 0.30, 0.27, -0.28, 0.42, 0.35, 0.34, 0.45, 0.47, 0.38, 0.29, 0.27, -1.58, -0.39, 0.56, -0.40, 0.30, 0.68, -1.47, 0.26, 0.31, 0.48, 0.60, 0.24, 0.32, 0.15, -0.39, -0.55, 0.04, 0.65, -1.08, 0.30, 0.40, 0.45, -1.84, 0.98, 0.00, 0.31, -1.26, 0.32, -1.70, 0.35, 0.39, 0.46, 0.17, -0.44, -0.35, 0.54, 0.40, 0.48, -0.04, 0.55, -0.30, 0.29, 0.39, 0.44, -0.95, -0.98, 0.94, -0.53, -1.51, -0.77, -1.31, 0.49, -0.04, 0.36, 0.52, 0.31, 0.33, 0.29, 0.28, 0.26, 0.49, 0.44, 0.52, 0.43, 0.30, 0.24]
}